49
Properties=species:S:1:pos:R:3:forces:R:3 method="wB97M-V/def2-TZVPD" charge=-1 energy_ev=-71307.6478 fmax_ha_per_bohr=0.0712 lumo_energy_ev=2.17
O -2.238 2.106 -1.313 0.967 -1.262 -0.362
V -1.222 1.057 -0.699 0.328 3.151 1.832
O -0.213 0.460 -1.831 -0.916 0.443 0.835
C 2.349 2.260 1.024 -0.606 0.234 -0.037
C 1.369 3.147 0.226 -0.605 -0.139 -0.137
C 1.926 3.238 -1.207 -0.264 0.269 -0.028
O 0.017 2.841 0.411 -0.023 -2.198 -1.680
H 2.391 1.281 0.545 -0.100 -0.289 0.168
H 1.970 2.205 2.044 0.103 -0.295 0.068
H 3.360 2.668 1.027 0.105 0.145 0.040
H 1.418 4.159 0.628 0.517 0.470 0.225
H 2.980 3.508 -1.138 0.230 -0.009 -0.080
H 1.445 4.018 -1.797 -0.243 -0.018 0.032
H 1.843 2.304 -1.764 -0.122 -0.212 0.129
C -4.310 0.279 2.121 -0.331 0.399 -0.082
C -3.184 1.276 2.284 1.186 2.875 0.051
O -2.218 1.363 1.465 0.717 -2.431 -2.452
O -3.224 2.186 3.129 -1.469 -0.899 1.235
H -5.148 0.607 2.736 0.171 -0.268 0.341
H -4.000 -0.740 2.354 -0.071 0.007 -0.078
H -4.681 0.375 1.101 0.244 -0.371 -0.252
C -2.533 -1.943 -0.395 0.389 0.020 0.211
O -2.708 -0.697 -1.048 -0.353 0.169 0.041
H -3.307 -2.635 -0.725 -0.006 -0.102 0.234
H -1.554 -2.319 -0.694 0.071 -0.314 0.281
H -2.591 -1.750 0.676 0.022 -0.315 -0.056
H -3.284 -0.902 -1.788 0.241 0.916 -0.304
O -0.002 -0.273 1.021 -0.458 -1.655 1.256
S -0.153 -1.245 2.106 0.213 0.838 0.604
O -1.400 -1.451 2.857 2.543 0.029 -1.818
O 0.290 -2.705 1.500 -0.869 0.785 1.527
C 1.468 -2.892 0.705 -0.628 0.190 -1.236
C 2.242 -4.108 1.161 -0.366 -0.892 -0.013
C 1.252 -0.896 3.288 -1.271 -0.551 -0.984
H 2.045 -1.980 0.557 0.077 0.094 0.596
H 1.037 -3.067 -0.281 0.301 -0.108 -0.242
H 3.305 -4.036 0.931 -0.025 0.097 0.406
H 1.887 -5.016 0.675 -0.060 0.131 -0.643
H 2.004 -4.419 2.178 0.563 0.790 0.441
H 1.270 -1.699 4.024 -0.053 0.063 -0.104
H 1.050 0.070 3.752 0.015 -0.044 -0.241
H 2.141 -0.897 2.656 -0.015 0.202 0.208
C 1.582 0.621 -4.750 1.522 -0.791 0.735
N 0.182 0.579 -5.126 -1.274 2.962 0.407
O -0.498 1.562 -4.775 0.938 -1.915 -0.645
O -0.186 -0.307 -5.853 -0.471 -0.747 -0.253
H 2.006 -0.379 -4.848 -0.245 -0.010 -0.098
H 1.695 0.923 -3.709 -0.303 0.324 -0.217
H 2.126 1.262 -5.443 -0.318 0.228 0.140